DFT (ωB97M-V/def2-TZVPD) results for the molecule C10H12BNO3.

```
27
Properties=species:S:1:pos:R:3
O 0.187 -0.433 4.017
O 1.711 -0.899 -0.224
O -1.865 0.740 4.536
N 0.205 0.356 -1.310
C -0.556 0.848 -0.226
C 1.463 -0.619 -3.705
C -1.698 1.665 -0.426
C 2.460 -2.451 -2.426
C 1.674 -1.219 -2.542
C -2.491 2.031 0.634
C -2.211 1.588 1.930
C -0.289 0.436 1.090
C 1.211 -0.601 -1.282
C -1.131 0.764 2.122
B -0.888 0.336 3.605
H 1.012 -0.583 3.472
H -1.704 0.409 5.461
H 2.393 -2.890 -1.424
H -3.369 2.649 0.458
H -1.931 2.010 -1.401
H 0.912 0.294 -3.767
H 0.583 -0.184 1.192
H 3.502 -2.210 -2.635
H 2.103 -3.209 -3.123
H 1.777 -1.115 -4.582
H -0.202 0.463 -2.203
H -2.858 1.823 2.760
```

Calculated values
- HOMO level: -8.415 eV
- SMILES string: C=C(C)C(=O)Nc1cccc(B(O)O)c1
- Strongest force on any atom: 2.07 eV Å⁻¹
- Orbital gap: 8.867 eV
- Net charge: 0
- ΔE to the lowest compared entry with this formula, charge and spin: 0.0000 eV



DFT (ωB97M-V/def2-TZVPD) results for C3H7IN2O as an isolated structure.

```
14
Properties=species:S:1:pos:R:3
I -2.035 -2.269 -0.231
O 0.140 -0.348 -0.217
N 0.648 -0.339 -1.472
N -2.237 0.658 -0.805
C 0.986 0.033 0.912
C -2.758 -0.441 -1.096
C -1.254 0.915 0.037
H 0.200 -1.006 -2.045
H 1.522 0.884 0.572
H -3.538 -0.585 -1.806
H -0.853 1.907 -0.102
H 0.177 0.090 1.739
H -1.423 0.763 1.082
H 1.540 -0.860 1.023
```

Calculated values
- HOMO level (spin up / spin down): -6.348 / -9.097 eV
- Strongest force on any atom: 4.74 eV Å⁻¹
- Orbital gap (spin up / spin down): 6.907 / 8.202 eV
- Net charge: 0
- Multiplicity: 3
- <S²>: 2.02



DFT (ωB97M-V/def2-TZVPD) results for C10H17NSi2 as an isolated structure.

```
30
Properties=species:S:1:pos:R:3
Si -0.809 1.490 0.038
Si -0.809 -1.490 0.038
N -1.699 0.000 0.156
C -1.204 -2.428 -1.574
C 2.111 1.382 -0.001
C -1.109 -2.615 1.544
C -1.204 2.428 -1.574
C -1.109 2.615 1.544
C 2.111 -1.382 -0.001
C 3.313 -0.692 -0.017
C 0.905 0.700 0.015
C 0.905 -0.700 0.015
C 3.313 0.692 -0.017
H -0.569 3.301 -1.687
H 2.115 -2.463 -0.001
H -2.143 -2.940 1.589
H -0.880 -2.103 2.473
H -2.235 -2.769 -1.586
H -2.701 0.000 0.216
H -2.143 2.940 1.589
H -1.055 -1.795 -2.443
H -0.489 3.504 1.493
H -2.235 2.769 -1.586
H 2.115 2.463 -0.001
H -0.880 2.103 2.473
H 4.249 -1.233 -0.029
H 4.249 1.233 -0.029
H -0.569 -3.301 -1.687
H -1.055 1.795 -2.443
H -0.489 -3.504 1.493
```

Calculated values
- HOMO level: -9.139 eV
- Strongest force on any atom: 0.77 eV Å⁻¹
- Orbital gap: 9.895 eV
- Net charge: 0



DFT (ωB97M-V/def2-TZVPD) results for a 2-piece molecular cluster, C4H10O overall.

```
15
Properties=species:S:1:pos:R:3
O 1.508 -1.600 0.044
C -0.387 0.200 -0.190
C -0.198 1.514 -0.920
C -0.351 0.305 1.352
C -0.920 -0.836 -0.816
H -0.884 -0.743 -1.922
H 1.219 -2.505 0.177
H -1.160 1.954 -1.100
H 0.353 -0.308 1.819
H -1.345 0.177 1.720
H 0.085 2.307 -0.318
H 0.397 1.556 -1.808
H 0.039 1.319 1.615
H -0.942 -1.804 -0.244
H 2.587 -1.538 0.592
```

Calculated values
- HOMO level: -8.701 eV
- SMILES string: C=C(C)C.O
- Strongest force on any atom: 6.48 eV Å⁻¹
- Orbital gap: 9.280 eV
- Net charge: 0
- ΔE to the lowest compared entry with this formula, charge and spin: 2.9116 eV



DFT (ωB97M-V/def2-TZVPD) results for the molecule C2H3NO2S.

```
9
Properties=species:S:1:pos:R:3
S 0.656 1.219 -0.519
O -1.284 -1.170 -0.609
O 2.728 -0.642 0.031
N -1.543 -0.108 0.322
C 1.522 -0.280 0.113
C -0.847 0.992 0.304
H -1.164 1.692 1.020
H 0.737 -1.006 0.727
H -0.805 -0.698 -1.389
```

Calculated values
- HOMO level: -10.165 eV
- SMILES string: O=CS/C=N\O
- Strongest force on any atom: 5.83 eV Å⁻¹
- Orbital gap: 10.111 eV
- Net charge: 0
- ΔE to the lowest compared entry with this formula, charge and spin: 3.8566 eV



DFT (ωB97M-V/def2-TZVPD) results for C10H24BrFTa as an isolated structure.

```
37
Properties=species:S:1:pos:R:3
Ta -1.332 1.579 0.545
Br -0.521 2.909 2.555
F 1.128 3.199 -0.413
C -4.408 0.378 0.904
C 0.820 -2.581 -0.042
C -3.146 0.898 1.572
C -0.138 2.793 -1.003
C 0.230 2.056 -2.290
C 3.116 -1.333 -0.398
C -0.081 -1.364 -0.350
C 0.064 -0.127 0.527
C 2.240 -2.568 -0.637
C 3.428 -1.094 1.074
H 4.039 -1.448 -0.979
H -2.762 0.108 2.253
H 0.025 -0.396 1.606
H -2.547 2.778 -0.185
H -5.101 -0.099 1.627
H -4.243 -0.384 0.132
H 2.599 -0.462 -0.821
H 0.098 -1.054 -1.395
H 3.874 -0.122 1.306
H 2.134 -2.711 -1.725
H 1.014 0.417 0.399
H 2.769 -3.469 -0.280
H -3.396 1.755 2.218
H -4.992 1.176 0.430
H 4.085 -1.887 1.462
H -1.954 0.778 -0.895
H 1.029 1.326 -2.092
H 0.859 -2.694 1.055
H -1.128 -1.687 -0.333
H 0.346 -3.495 -0.426
H 2.510 -1.127 1.674
H -0.636 1.501 -2.666
H -0.598 3.747 -1.293
H 0.576 2.703 -3.112
```

Calculated values
- HOMO level: -4.712 eV
- Strongest force on any atom: 1.53 eV Å⁻¹
- Orbital gap: 7.928 eV
- Net charge: -1



DFT (ωB97M-V/def2-TZVPD) results for a 2-piece molecular cluster, C2H3PS overall.

```
7
Properties=species:S:1:pos:R:3
S 2.111 0.014 0.473
P -1.857 -0.188 0.423
C 0.823 -0.842 -0.440
C 0.674 0.440 -0.629
H 0.175 -1.682 -0.170
H 0.212 1.356 -0.944
H -2.138 0.903 1.287
```

Calculated values
- HOMO level (spin up / spin down): -8.043 / -7.903 eV
- Strongest force on any atom: 1.86 eV Å⁻¹
- Orbital gap (spin up / spin down): 6.614 / 6.584 eV
- Net charge: 0
- ΔE to the lowest compared entry with this formula, charge and spin: 4.3186 eV



DFT (ωB97M-V/def2-TZVPD) results for a 3-piece molecular cluster, C3H10N2O2 overall.

```
17
Properties=species:S:1:pos:R:3
O 1.211 0.581 -1.698
O 1.613 1.285 0.391
N -0.256 -1.018 1.065
N -1.555 2.216 0.196
C 1.369 1.513 -0.762
C 0.199 -2.294 0.526
C -1.576 1.264 -0.619
H -0.554 -1.140 2.030
H -1.856 1.487 -1.645
H 1.240 -0.303 -1.296
H 0.505 -0.350 1.099
H -1.278 1.948 1.143
H 1.140 -2.656 0.966
H -0.571 -3.049 0.693
H 0.348 -2.190 -0.551
H -1.367 0.193 -0.321
H 1.388 2.512 -1.218
```

Calculated values
- HOMO level: -9.232 eV
- SMILES string: O=CO.C=N.CN
- Strongest force on any atom: 1.56 eV Å⁻¹
- Orbital gap: 9.957 eV
- Net charge: 0
- ΔE to the lowest compared entry with this formula, charge and spin: 2.1617 eV



DFT (ωB97M-V/def2-TZVPD) results for an isolated ion of composition C4H9N2 and charge +1.

```
15
Properties=species:S:1:pos:R:3
N 2.218 -0.223 0.617
N -0.004 0.014 -0.631
C 0.984 -0.797 -0.040
C -2.187 0.886 -1.227
C -1.310 -0.012 -0.477
C 1.255 -1.110 1.400
H 0.511 0.921 -0.888
H -1.740 -0.731 0.261
H -3.117 1.017 -0.623
H 1.581 -2.124 1.668
H 0.721 -0.600 2.238
H 2.194 0.872 0.837
H -1.634 1.825 -1.258
H -2.586 0.666 -2.281
H 3.113 -0.605 0.405
```

Calculated values
- HOMO level (spin up / spin down): -12.041 / -12.040 eV
- Strongest force on any atom: 4.08 eV Å⁻¹
- Orbital gap (spin up / spin down): 7.705 / 7.704 eV
- Net charge: +1
- ΔE to the lowest compared entry with this formula, charge and spin: 4.8769 eV



DFT (ωB97M-V/def2-TZVPD) results for C8H16BN6Pt as an isolated structure.

```
32
Properties=species:S:1:pos:R:3
Pt 6.876 7.139 7.273
N 7.826 9.110 7.496
N 8.805 6.084 6.727
N 9.910 6.780 7.357
N 6.064 7.449 5.076
N 9.055 9.096 8.163
N 5.249 5.583 7.199
C 11.048 6.193 7.049
C 4.650 5.483 5.855
C 9.450 10.274 8.463
C 9.257 5.124 6.067
C 8.478 11.192 7.869
C 7.441 10.377 7.347
C 4.643 6.893 5.164
C 10.689 5.123 6.069
B 9.790 7.741 8.629
H 6.601 10.727 6.860
H 5.256 4.888 5.148
H 6.586 6.952 4.317
H 4.109 7.580 5.790
H 8.866 4.581 5.267
H 4.123 6.898 4.153
H 6.192 8.460 4.945
H 3.609 5.086 5.815
H 8.574 12.247 7.880
H 11.283 4.393 5.565
H 10.879 7.817 9.108
H 9.084 7.376 9.548
H 10.364 10.337 8.919
H 12.072 6.421 7.297
H 5.556 4.708 7.543
H 4.524 6.001 7.853
```

Calculated values
- HOMO level (spin up / spin down): -19.912 / -20.856 eV
- Strongest force on any atom: 3.82 eV Å⁻¹
- Orbital gap (spin up / spin down): 9.975 / 6.882 eV
- Net charge: +3
- Multiplicity: 5
- <S²>: 6.02



DFT (ωB97M-V/def2-TZVPD) results for the molecule C3H8N2O.

```
14
Properties=species:S:1:pos:R:3
O -1.799 -1.055 2.345
N 1.970 0.033 -0.049
N -0.937 -0.575 0.232
C -0.425 0.573 -0.556
C -1.585 -0.341 1.394
C 0.979 0.271 -1.075
H 1.661 0.239 0.901
H 1.215 1.093 -1.759
H 2.233 -0.941 0.041
H -0.390 1.399 0.157
H -0.654 -1.500 -0.004
H -2.017 0.675 1.402
H 0.901 -0.634 -1.679
H -1.153 0.762 -1.348
```

Calculated values
- HOMO level: -9.776 eV
- SMILES string: NCCNC=O
- Strongest force on any atom: 1.45 eV Å⁻¹
- Orbital gap: 10.653 eV
- Net charge: 0
- ΔE to the lowest compared entry with this formula, charge and spin: 1.1574 eV



DFT (ωB97M-V/def2-TZVPD) results for an isolated ion of composition C4H10NO2 and charge +1.

```
17
Properties=species:S:1:pos:R:3
O -0.484 -1.150 0.985
O -1.470 1.391 1.620
N -1.281 0.468 -1.079
C -0.459 1.684 1.045
C -0.044 0.796 -0.293
C 0.592 -0.388 0.544
C 1.351 -1.341 -0.485
H -1.016 -0.141 -1.926
H 0.671 1.352 -0.873
H 1.432 -2.364 -0.165
H 0.051 2.576 1.288
H 1.267 -0.041 1.344
H -1.808 1.288 -1.450
H 0.948 -1.464 -1.450
H -0.325 -1.599 1.824
H -1.848 -0.129 -0.464
H 2.423 -0.938 -0.464
```

Calculated values
- HOMO level: -13.961 eV
- SMILES string: C[C@H](O)[C@@H]([NH3+])C=O
- Strongest force on any atom: 4.45 eV Å⁻¹
- Orbital gap: 10.189 eV
- Net charge: +1
- ΔE to the lowest compared entry with this formula, charge and spin: 2.7028 eV



Which of these has the highest net charge? C8H16BN6Pt



Look up the strongest force on any atom of the sixth one. 1.53 eV Å⁻¹



The highest strongest force on any atom belongs to which entry? C4H10O



Repeat the ninth record exactly.
DFT (ωB97M-V/def2-TZVPD) results for an isolated ion of composition C4H9N2 and charge +1.

```
15
Properties=species:S:1:pos:R:3
N 2.218 -0.223 0.617
N -0.004 0.014 -0.631
C 0.984 -0.797 -0.040
C -2.187 0.886 -1.227
C -1.310 -0.012 -0.477
C 1.255 -1.110 1.400
H 0.511 0.921 -0.888
H -1.740 -0.731 0.261
H -3.117 1.017 -0.623
H 1.581 -2.124 1.668
H 0.721 -0.600 2.238
H 2.194 0.872 0.837
H -1.634 1.825 -1.258
H -2.586 0.666 -2.281
H 3.113 -0.605 0.405
```

Calculated values
- HOMO level (spin up / spin down): -12.041 / -12.040 eV
- Strongest force on any atom: 4.08 eV Å⁻¹
- Orbital gap (spin up / spin down): 7.705 / 7.704 eV
- Net charge: +1
- ΔE to the lowest compared entry with this formula, charge and spin: 4.8769 eV